Entry A
Computed, not measured: a 2-piece molecular cluster, C3H8N2O overall, with ωB97M-V with the def2-TZVPD basis set.

Summary:
- SMILES = C=CN.NC=O
- frontier orbital gap (eV) = 9.249
- net charge = 0
- E_HOMO (eV) = -8.40

Last column: natural (NBO) charge in e.
CARTESIAN COORDINATES (ANGSTROEM)
C: -0.84062 1.33512 -0.83719  -0.51
C: -0.99781 2.24944 0.10581  0.00
N: -0.11928 2.57332 1.14310  -0.82
H: -0.04451 0.63946 -1.04091  0.18
H: -1.60974 1.13201 -1.57385  0.21
H: -1.98618 2.66545 0.27062  0.19
H: 0.81370 2.20079 1.06124  0.37
H: -0.15680 3.54222 1.41183  0.38
N: 1.67232 -2.39730 -0.16136  -0.82
C: 0.51062 -1.68463 -0.06452  0.52
O: -0.56438 -2.17730 -0.31565  -0.59
H: 2.49194 -2.03775 0.30239  0.38
H: 1.63332 -3.39916 -0.25779  0.40
H: 0.64822 -0.63178 0.19228  0.11


Entry B
Computed, not measured: one molecule with the formula C3H8N2O, with ωB97M-V with the def2-TZVPD basis set.

Summary:
- frontier orbital gap (eV) = 7.274
- net charge = 0
- E_HOMO (eV) = -6.92

Last column: natural (NBO) charge in e.
CARTESIAN COORDINATES (ANGSTROEM)
C: -0.83130 -2.33940 -0.77870  -0.72
N: 0.26208 -1.50466 -0.00135  -0.60
C: 0.45192 -0.06711 -0.29885  0.78
O: 0.94380 0.26128 -1.35261  -0.59
N: 0.06981 0.77272 0.69416  -0.62
C: 0.15794 2.21160 0.49159  -0.42
H: -1.76858 -1.83758 -0.47682  0.13
H: 1.14134 -1.95969 -0.24752  0.43
H: -0.64154 -2.01512 -1.81544  0.15
H: 0.10537 -1.68002 0.99173  0.41
H: -0.47180 0.43033 1.47719  0.40
H: -0.71570 2.60063 -0.04604  0.20
H: 0.24292 2.70832 1.46333  0.21
H: 1.05375 2.41869 -0.10067  0.23


Entry C
Computed, not measured: one molecule with the formula C3H8N2O, with ωB97M-V with the def2-TZVPD basis set.

Summary:
- SMILES = C[C@@H](N)/C=[NH+]/[O-]
- frontier orbital gap (eV) = 9.464
- net charge = 0
- E_HOMO (eV) = -8.64

Last column: natural (NBO) charge in e.
CARTESIAN COORDINATES (ANGSTROEM)
C: 1.26186 -0.96171 0.03834  -0.63
C: 0.38445 0.21764 0.13831  -0.06
N: 0.93229 1.44806 -0.42588  -0.86
C: -1.09848 -0.10456 -0.51308  -0.01
N: -2.09510 -0.23906 0.28330  -0.02
O: -3.24941 -0.39648 -0.10315  -0.53
H: 1.21470 -1.43092 -0.92719  0.22
H: 1.10157 -1.82087 0.80978  0.22
H: 2.29380 -0.77916 0.20071  0.21
H: 0.05409 0.42395 1.19113  0.15
H: 0.45179 2.39724 -0.44726  0.39
H: 1.83913 1.57350 0.02790  0.36
H: -1.20427 0.02649 -1.57368  0.21
H: -1.88642 -0.35410 1.30078  0.35


Which structure is the least stable? The one labeled entry C.


Entry A
Computed, not measured: a 2-piece molecular cluster, C2H8N3 overall, with ωB97M-V with the def2-TZVPD basis set.

Summary:
- frontier orbital gap (eV) = 10.380
- net charge = +1
- E_HOMO (eV) = -14.46

Last column: natural (NBO) charge in e.
CARTESIAN COORDINATES (ANGSTROEM)
C: -0.34592 -1.37627 -2.08301  0.02
N: 0.57787 -0.81462 -1.43963  -0.70
H: -1.36298 -1.49834 -1.69706  0.16
H: -0.23100 -1.76589 -3.09524  0.18
H: 1.39318 -0.56444 -1.97624  0.37
H: 1.01100 -0.12405 0.55366  0.45
N: -1.14850 0.29880 1.21528  -0.71
C: -0.13105 1.13066 1.41144  0.40
N: 1.07443 0.78982 1.01724  -0.70
H: -1.11996 -0.27595 0.37016  0.42
H: -2.09040 0.63199 1.37753  0.43
H: -0.33592 1.81880 2.22936  0.24
H: 1.82436 1.45704 0.89789  0.45


Entry B
Computed, not measured: C2H8N3 as an isolated structure, with ωB97M-V with the def2-TZVPD basis set.

Summary:
- frontier orbital gap (eV) = 10.922
- net charge = +1
- E_HOMO (eV) = -14.67

Last column: natural (NBO) charge in e.
CARTESIAN COORDINATES (ANGSTROEM)
C: -1.98147 -1.78203 0.89014  0.10
C: 1.59195 0.79761 -0.60067  0.38
N: -1.36443 -0.84315 0.27323  -0.64
N: 1.03881 2.02839 -0.50525  -0.76
N: 1.04540 -0.22539 -0.10742  -0.73
H: -1.36784 -2.62831 1.17062  0.21
H: -3.11306 -1.75267 1.07350  0.22
H: 2.62359 0.85784 -0.91080  0.21
H: 0.09105 2.22770 -0.16260  0.41
H: 1.59770 2.85094 -0.75082  0.43
H: -0.13609 -0.57262 0.01268  0.41
H: 1.69978 -0.90356 -0.18482  0.39
H: -1.72537 -0.05475 -0.19780  0.39


Which structure is the least stable? The one labeled entry B.


Entry A
Computed, not measured: a 2-piece molecular cluster, C2H8N3 overall, with ωB97M-V with the def2-TZVPD basis set.

Summary:
- frontier orbital gap (spin up / spin down) (eV) = 9.833 / 7.657
- net charge = +1
- E_HOMO (spin up / spin down) (eV) = -13.29 / -12.10

Last column: natural (NBO) charge in e.
CARTESIAN COORDINATES (ANGSTROEM)
C: -2.01340 0.17468 -0.19116  -0.36
C: 0.23042 -0.82132 -0.01234  -0.20
N: 3.14060 -0.12684 0.00423  -0.24
N: 2.19301 0.47560 0.15984  0.00
N: -0.56308 0.38119 0.20661  -0.51
H: -2.27461 -0.59128 0.42667  0.22
H: -2.45433 1.10373 0.19669  0.22
H: -1.97759 0.10837 -1.19418  0.22
H: -0.08081 -1.66700 0.46531  0.19
H: 0.58074 -1.08777 -0.93620  0.20
H: 4.08672 0.02038 0.08420  0.40
H: -0.61166 0.81699 1.07886  0.43
H: -0.25601 1.21327 -0.28853  0.43


Entry B
Computed, not measured: an isolated ion of composition C2H8N3 and charge +1, with ωB97M-V with the def2-TZVPD basis set.

Summary:
- SMILES = NN1C[C@H]1[NH3+]
- frontier orbital gap (eV) = 9.753
- net charge = +1
- E_HOMO (eV) = -13.50

Last column: natural (NBO) charge in e.
CARTESIAN COORDINATES (ANGSTROEM)
N: -1.95994 -0.49375 0.13461  -0.68
N: -0.69375 0.02160 0.45247  -0.24
C: -0.21078 1.19270 -0.17447  -0.23
C: 0.41850 -0.20325 -0.49028  0.01
N: 1.68152 -0.60215 0.25231  -0.70
H: -2.41657 0.03162 -0.74067  0.36
H: -2.53421 -0.62624 0.98333  0.41
H: 0.42771 1.59384 0.65674  0.22
H: -0.84605 1.60905 -0.94512  0.25
H: 0.34870 -0.58986 -1.45243  0.23
H: 1.38570 -1.25773 0.99889  0.46
H: 1.90600 0.28658 0.71509  0.45
H: 2.49317 -0.96241 -0.39046  0.48


Entry C
Computed, not measured: an isolated ion of composition C2H8N3 and charge +1, with ωB97M-V with the def2-TZVPD basis set.

Summary:
- SMILES = [NH3+]CN1CN1
- frontier orbital gap (eV) = 11.268
- net charge = +1
- E_HOMO (eV) = -14.87

Last column: natural (NBO) charge in e.
CARTESIAN COORDINATES (ANGSTROEM)
N: -1.35138 -0.32323 0.40779  -0.78
C: -0.67098 0.64871 -0.74640  -0.04
N: 0.68245 0.60543 -0.53154  -0.27
C: 1.34399 -0.58645 -0.29244  -0.10
N: 1.07338 0.41927 0.82177  -0.49
H: -1.27404 -1.30473 -0.04714  0.45
H: -2.18666 -0.09990 0.91228  0.45
H: -0.63873 -0.16808 1.15732  0.46
H: -1.02277 0.35379 -1.72843  0.25
H: -1.19861 1.69449 -0.78368  0.26
H: 0.87820 -1.47617 0.03802  0.18
H: 2.44030 -0.67018 -0.32532  0.24
H: 1.92485 0.90704 1.11778  0.40


Entry D
Computed, not measured: C2H8N3 as an isolated structure, with ωB97M-V with the def2-TZVPD basis set.

Summary:
- frontier orbital gap (eV) = 10.421
- net charge = +1
- E_HOMO (eV) = -14.40

Last column: natural (NBO) charge in e.
CARTESIAN COORDINATES (ANGSTROEM)
C: -1.00127 -0.52306 -2.21672  0.10
N: -1.49501 -0.39529 -1.05749  -0.60
H: 0.05009 -0.29063 -2.35046  0.21
H: -1.61487 -0.84385 -3.05085  0.22
H: -2.48568 -0.61299 -0.95833  0.41
H: -0.89255 -0.01872 -0.06817  0.43
N: 1.80517 -0.34508 1.00772  -0.76
C: 0.93961 0.62353 1.35920  0.37
N: -0.28666 0.64256 0.97609  -0.77
H: 2.67269 -0.39652 1.51682  0.42
H: 1.41976 -1.22380 0.69078  0.40
H: 1.36792 1.42887 1.95092  0.20
H: -0.81049 1.43314 1.32912  0.40


Which structure is the least stable? The one labeled entry A.


Entry A
Computed, not measured: a 2-piece molecular cluster, C6H13ClN overall, with ωB97M-V with the def2-TZVPD basis set.

Summary:
- frontier orbital gap (spin up / spin down) (eV) = 8.330 / 8.456
- net charge = +1
- E_HOMO (spin up / spin down) (eV) = -12.39 / -12.52

Last column: natural (NBO) charge in e.
CARTESIAN COORDINATES (ANGSTROEM)
C: -1.95578 1.34691 -1.12350  -0.46
C: -1.43485 2.64931 -0.43652  -0.44
C: -1.51319 1.35195 0.21676  -0.07
C: 0.12880 -1.85287 -0.29856  -0.61
C: 1.12694 -0.66411 -0.45469  -0.46
C: 0.78472 0.47143 0.52501  -0.05
N: 0.63149 0.26181 1.94267  -0.73
Cl: -2.27003 0.93929 1.58614  0.14
H: -3.02136 1.29042 -1.44295  0.26
H: -1.30226 0.72606 -1.85738  0.25
H: -0.48729 2.85175 -0.78415  0.23
H: -2.11879 3.45623 -0.09491  0.26
H: -0.83955 -1.46299 -0.34769  0.21
H: 0.27436 -2.40165 0.67421  0.20
H: 0.21315 -2.44480 -1.15939  0.24
H: 2.15025 -0.89909 -0.23210  0.23
H: 1.17079 -0.28117 -1.52911  0.25
H: 1.07961 1.48027 0.25965  0.22
H: 1.31794 0.75103 2.50603  0.46
H: 0.93442 -0.72535 2.14913  0.43
H: -0.37829 0.18125 2.11701  0.44


Entry B
Computed, not measured: a 2-piece molecular cluster, C6H13ClN overall, with ωB97M-V with the def2-TZVPD basis set.

Summary:
- frontier orbital gap (spin up / spin down) (eV) = 8.790 / 8.209
- net charge = +1
- E_HOMO (spin up / spin down) (eV) = -12.95 / -12.45

Last column: natural (NBO) charge in e.
CARTESIAN COORDINATES (ANGSTROEM)
C: -0.07749 1.52066 1.86294  -0.46
C: -1.32094 2.00516 1.11126  -0.45
C: -0.06162 1.72927 0.41826  -0.03
C: -0.39878 -2.47592 0.36686  -0.60
C: 0.61984 -1.47816 -0.17842  -0.49
C: 0.01128 -0.51446 -1.13279  0.03
N: 0.88080 0.14512 -2.08597  -0.74
Cl: 0.91429 2.71389 -0.57016  0.10
H: 0.46067 2.20205 2.50838  0.25
H: -0.09355 0.50752 2.23872  0.24
H: -2.13593 1.30477 1.00424  0.24
H: -1.65902 3.02835 1.22322  0.25
H: -0.77096 -3.12040 -0.42630  0.22
H: -1.24234 -1.95941 0.81897  0.21
H: 0.06669 -3.10133 1.12407  0.24
H: 1.07877 -0.95628 0.66942  0.24
H: 1.43433 -2.02836 -0.66720  0.22
H: -1.03495 -0.53692 -1.36690  0.22
H: 0.48169 0.16481 -3.03079  0.45
H: 1.79869 -0.31699 -2.11114  0.44
H: 1.04855 1.16661 -1.77667  0.43


Entry C
Computed, not measured: a 2-piece molecular cluster, C6H13ClN overall, with ωB97M-V with the def2-TZVPD basis set.

Summary:
- frontier orbital gap (eV) = 8.931
- net charge = +1
- E_HOMO (eV) = -13.50

Last column: natural (NBO) charge in e.
CARTESIAN COORDINATES (ANGSTROEM)
C: -0.04791 -0.86107 -0.06172  0.21
C: 1.45532 0.62416 2.32309  -0.76
C: -0.67619 1.75382 1.66467  -0.73
C: -0.44187 -2.16543 -2.04258  -0.47
C: -0.70831 0.23937 -2.08102  -0.40
C: 0.58645 1.14146 1.27258  0.20
N: -0.34681 -0.92122 -1.30514  -0.39
Cl: 0.42940 -2.27665 0.82157  0.05
H: 2.21361 1.46653 2.50541  0.30
H: 2.22666 -0.17034 1.99540  0.28
H: 1.08107 0.35624 3.29509  0.26
H: -0.51182 2.76431 1.97428  0.28
H: -1.10780 0.98305 2.36290  0.25
H: -1.40646 1.80551 0.82384  0.25
H: 0.23140 -2.99340 -1.74446  0.25
H: -0.16791 -2.05325 -3.19218  0.24
H: -1.42184 -2.57725 -2.03621  0.24
H: -1.65865 -0.11689 -2.66660  0.24
H: 0.10797 0.38247 -2.77463  0.23
H: -0.86416 1.09670 -1.37590  0.23
H: 1.02787 1.52187 0.24161  0.24


Which structure is the least stable? The one labeled entry A.